One molecule with the formula C4H4ClO2P, computed with ωB97M-V/def2-TZVPD.

Values from the calculation:
* gap between HOMO and LUMO: 8.69 eV
* total charge: 0
* relative energy (zero: lowest compared OMol25 entry of this formula, charge and spin): 9.9 kcal/mol
* lowest unoccupied orbital energy: 0.448 eV
* E_HOMO: -8.2 eV

Last column: natural (NBO) charge in e.
Cartesian coordinates (Å):
O 0.683 1.046 3.203  -0.449
C 0.166 1.039 2.162  0.725
C -0.586 1.080 1.091  -0.568
C -0.344 0.118 -0.078  -0.293
C 0.713 -0.659 -0.414  0.050
O 0.577 -1.552 -1.361  -0.690
P 2.385 -1.064 0.448  0.563
Cl 3.409 -0.331 -1.103  -0.273
H -1.247 1.951 1.056  0.275
H -1.226 0.253 -0.757  0.216
H -0.327 -1.871 -1.359  0.490
H 2.515 0.016 1.351  -0.047

=====

C4H4CoO2 as an isolated structure, computed with ωB97M-V/def2-TZVPD.

Values from the calculation:
* spin multiplicity: 5
* gap between HOMO and LUMO (alpha / beta): 5.47 / 2.70 eV
* total charge: +3
* relative energy (zero: lowest compared OMol25 entry of this formula, charge and spin): 6.0 kcal/mol
* lowest unoccupied orbital energy (alpha / beta): -16.332 / -19.272 eV
* E_HOMO (alpha / beta): -21.8 / -22.0 eV

Last column: natural (NBO) charge in e.
Cartesian coordinates (Å):
H -1.233 -1.907 0.751  0.339
O -2.514 1.616 -0.561  -0.406
C -1.293 1.059 -0.322  0.189
C -1.110 -0.245 -0.287  0.265
C -0.677 -1.480 -0.133  -0.392
H -2.424 2.566 -0.682  0.543
H -0.462 1.748 -0.147  0.235
H -0.410 -2.104 -0.991  0.322
C 2.193 -1.081 0.411  0.853
O 3.152 -0.592 0.792  -0.781
Co 4.778 0.419 1.169  1.833

=====

C4H4CrLiO5 as an isolated structure, computed with ωB97M-V/def2-TZVPD.

Values from the calculation:
* spin multiplicity: 6
* gap between HOMO and LUMO (alpha / beta): 8.21 / 8.95 eV
* total charge: +2
* relative energy (zero: lowest compared OMol25 entry of this formula, charge and spin): 44.6 kcal/mol
* lowest unoccupied orbital energy (alpha / beta): -8.351 / -8.491 eV
* E_HOMO (alpha / beta): -16.6 / -17.4 eV

Last column: natural (NBO) charge in e.
Cartesian coordinates (Å):
O -1.414 -3.654 -1.809  -0.653
C -2.490 -3.187 -2.173  0.821
O -2.903 -2.031 -1.899  -0.911
Li -4.497 -1.073 -2.041  0.991
Cr -1.031 -1.840 -0.867  1.433
C -0.102 -0.225 -0.073  -0.760
C 1.018 -0.339 0.622  0.069
H -0.532 0.775 -0.221  0.194
H 1.780 -1.117 0.586  0.235
O 1.947 2.510 2.465  -0.550
C 1.708 1.771 1.448  1.075
O 1.800 2.273 0.277  -0.636
O 1.388 0.568 1.700  -0.408
H 2.374 3.350 2.232  0.549
H 0.955 2.219 -0.247  0.551

=====

C4H4CuLiO3 as an isolated structure, computed with ωB97M-V/def2-TZVPD.

Values from the calculation:
* spin multiplicity: 2
* gap between HOMO and LUMO (alpha / beta): 6.63 / 8.61 eV
* total charge: +1
* relative energy (zero: lowest compared OMol25 entry of this formula, charge and spin): 0.0 kcal/mol
* lowest unoccupied orbital energy (alpha / beta): -4.179 / -4.170 eV
* E_HOMO (alpha / beta): -10.8 / -12.8 eV

Last column: natural (NBO) charge in e.
Cartesian coordinates (Å):
O -1.280 -1.832 -0.222  -0.754
C -2.269 -1.057 -0.028  0.195
C -2.344 -0.134 1.050  0.206
O -3.411 0.438 1.416  -0.838
Cu 0.870 -2.021 0.082  0.901
H 0.756 0.812 0.375  0.301
H -1.386 0.238 1.459  0.124
Li -5.112 0.168 1.881  0.981
H -3.233 -1.325 -0.501  0.136
O 3.125 0.888 -1.688  -0.368
C 1.820 0.410 0.365  -0.956
C 2.564 0.666 -0.707  0.780
H 2.348 0.223 1.303  0.292

=====

C4H4CuLiO5 as an isolated structure, computed with ωB97M-V/def2-TZVPD.

Values from the calculation:
* spin multiplicity: 3
* gap between HOMO and LUMO (alpha / beta): 9.19 / 5.46 eV
* total charge: +2
* lowest unoccupied orbital energy (alpha / beta): -9.041 / -12.830 eV
* E_HOMO (alpha / beta): -18.2 / -18.3 eV

Last column: natural (NBO) charge in e.
Cartesian coordinates (Å):
O 3.229 0.889 1.630  -0.573
C 3.452 -0.294 1.374  0.863
O 2.732 -1.016 0.643  -0.833
Li 1.804 -2.640 0.580  0.988
Cu 1.406 0.678 0.588  1.352
C -0.185 1.378 -1.034  -0.737
C -1.180 1.504 -0.155  0.225
H 0.154 2.072 -1.799  0.316
H -1.317 2.324 0.552  0.256
O -2.520 -1.683 0.125  -0.655
C -1.566 -0.830 0.054  1.031
O -0.479 -1.093 -0.542  -0.701
O -1.960 0.386 0.257  -0.438
H -3.060 -1.712 -0.680  0.554
H -0.508 0.037 -1.592  0.353

=====

One molecule with the formula C4H4F2, computed with ωB97M-V/def2-TZVPD.

Values from the calculation:
* gap between HOMO and LUMO (alpha / beta): 9.03 / 8.61 eV
* total charge: 0
* relative energy (zero: lowest compared OMol25 entry of this formula, charge and spin): 74.0 kcal/mol
* lowest unoccupied orbital energy (alpha / beta): -0.282 / -0.262 eV
* E_HOMO (alpha / beta): -9.3 / -8.9 eV

Last column: natural (NBO) charge in e.
Cartesian coordinates (Å):
C -0.517 0.826 -0.403  0.172
C -0.211 1.674 0.517  -0.534
C -0.199 -0.521 -0.899  -0.630
C 0.549 -1.515 0.084  0.716
F -0.285 -2.133 0.939  -0.335
F 1.502 -0.937 0.840  -0.341
H 0.510 1.433 1.297  0.221
H -0.651 2.655 0.575  0.228
H -1.112 -1.059 -1.154  0.253
H 0.414 -0.422 -1.797  0.250

=====

One molecule with the formula C4H4F2, computed with ωB97M-V/def2-TZVPD.

Values from the calculation:
* gap between HOMO and LUMO: 9.93 eV
* total charge: 0
* relative energy (zero: lowest compared OMol25 entry of this formula, charge and spin): 38.4 kcal/mol
* lowest unoccupied orbital energy: 0.830 eV
* E_HOMO: -9.1 eV

Last column: natural (NBO) charge in e.
Cartesian coordinates (Å):
C -1.190 0.899 -0.451  -0.376
C -0.768 -0.145 0.269  -0.207
C 0.510 -1.015 0.509  -0.408
C 1.576 -0.389 0.070  0.768
F 2.778 -0.682 -0.354  -0.285
F 1.318 0.830 -0.387  -0.321
H -0.934 1.482 -1.399  0.207
H -2.075 1.395 -0.114  0.190
H -1.584 -0.389 1.025  0.197
H 0.367 -1.986 0.832  0.235

=====

A 2-piece molecular cluster, C4H4F2 overall, computed with ωB97M-V/def2-TZVPD.

Values from the calculation:
* gap between HOMO and LUMO: 10.23 eV
* total charge: 0
* relative energy (zero: lowest compared OMol25 entry of this formula, charge and spin): 83.3 kcal/mol
* lowest unoccupied orbital energy: 0.519 eV
* E_HOMO: -9.7 eV

Last column: natural (NBO) charge in e.
Cartesian coordinates (Å):
F -3.269 -1.856 0.482  -0.254
C -3.126 -0.739 -0.166  0.324
C -2.684 0.002 -1.301  -0.141
C -3.314 0.591 -0.163  0.326
F -3.782 1.593 0.518  -0.254
C 0.331 0.037 0.107  -0.847
H 1.248 -0.075 -0.453  0.218
H -0.323 0.725 -0.408  0.214
H 0.556 0.418 1.097  0.209
H -0.148 -0.927 0.197  0.205

=====

One molecule with the formula C4H4F2N2, computed with ωB97M-V/def2-TZVPD.

Values from the calculation:
* gap between HOMO and LUMO: 9.46 eV
* total charge: 0
* relative energy (zero: lowest compared OMol25 entry of this formula, charge and spin): 111.9 kcal/mol
* lowest unoccupied orbital energy: 0.024 eV
* E_HOMO: -9.4 eV

Last column: natural (NBO) charge in e.
Cartesian coordinates (Å):
C 2.345 1.380 1.229  -0.219
C 1.468 0.848 0.510  -0.055
C 0.228 0.265 -0.263  0.043
N -0.597 0.996 -0.963  -0.127
N -1.750 0.171 -1.208  -0.685
C -0.290 -0.940 0.430  0.490
F 0.571 -1.401 1.307  -0.307
F -0.597 -1.964 -0.446  -0.325
H 3.258 1.953 1.523  0.260
H -1.405 -0.891 -1.064  0.369
H -2.144 0.217 -2.173  0.380
H -1.088 -0.634 1.118  0.176

=====

One molecule with the formula C4H4F2N2, computed with ωB97M-V/def2-TZVPD.

Values from the calculation:
* gap between HOMO and LUMO: 9.82 eV
* total charge: 0
* relative energy (zero: lowest compared OMol25 entry of this formula, charge and spin): 65.7 kcal/mol
* lowest unoccupied orbital energy: -0.699 eV
* E_HOMO: -10.5 eV

Last column: natural (NBO) charge in e.
Cartesian coordinates (Å):
C 1.634 -0.233 0.719  -0.677
C 0.443 -0.338 -0.174  0.236
N 0.113 -1.385 -0.902  -0.256
N -1.207 -1.080 -1.483  -0.178
C -1.670 0.041 -0.978  -0.026
C -0.669 0.739 -0.087  0.576
F -0.270 2.015 -0.275  -0.295
F -1.040 0.585 1.312  -0.352
H 2.169 -1.346 0.934  0.259
H 2.139 0.564 0.269  0.239
H 1.025 0.036 1.703  0.258
H -2.666 0.402 -1.040  0.217